Density functional theory data (ωB97M-V/def2-TZVPD) for a structure of composition C40H33N6O2PdS3 in a non-equilibrium geometry.

Each line ends with the Mulliken spin population.
Element x y z (Å)
1 Pd 0.0093 1.2459 -1.0288  1.293
2 O 0.1035 -1.0069 -1.1260  0.868
3 C -1.0621 -1.7592 -1.2375  -0.026
4 C -2.3286 -0.8785 -1.2061  0.009
5 C -2.4983 -0.1975 0.1173  -0.016
6 C -3.4946 -0.5944 0.9930  -0.002
7 C -3.5732 0.0081 2.2333  -0.005
8 C -2.6168 0.9414 2.5785  0.003
9 C -1.6220 1.2828 1.6727  -0.008
10 C -0.5402 2.2383 2.0686  0.016
11 C 0.8733 1.6353 2.1637  -0.025
12 O 1.1689 1.0983 0.8626  0.126
13 C 1.8283 2.7721 2.5207  -0.007
14 C 2.6109 3.4059 1.5645  -0.004
15 C 3.4435 4.4591 1.9232  -0.003
16 C 3.4936 4.8965 3.2352  0.000
17 C 2.7046 4.2753 4.1940  0.000
18 C 1.8816 3.2204 3.8390  0.000
19 C 0.9982 0.4950 3.1740  -0.006
20 C 0.1432 0.3624 4.2594  0.003
21 C 0.3035 -0.6722 5.1737  0.000
22 C 1.3282 -1.5887 5.0159  0.000
23 C 2.1987 -1.4588 3.9411  0.000
24 C 2.0342 -0.4271 3.0328  0.007
25 N -1.6098 0.7583 0.4357  0.130
26 C -1.0904 -2.7895 -0.1207  0.030
27 C -0.4657 -2.4918 1.0857  0.020
28 C -0.5585 -3.3754 2.1511  -0.005
29 C -1.2801 -4.5524 2.0153  0.004
30 C -1.9042 -4.8487 0.8107  0.002
31 C -1.8085 -3.9701 -0.2582  0.003
32 C -0.7848 -2.3595 -2.6303  0.130
33 C -1.5388 -2.0276 -3.7514  0.028
34 C -1.2186 -2.5747 -4.9859  -0.015
35 C -0.1325 -3.4278 -5.1126  0.043
36 C 0.6343 -3.7451 -3.9981  -0.025
37 C 0.3132 -3.2106 -2.7632  0.040
38 H -2.2627 -0.1263 -1.9897  -0.013
39 H -3.1965 -1.5064 -1.4102  0.000
40 H -4.1891 -1.3683 0.6976  0.000
41 H -4.3542 -0.2629 2.9309  0.000
42 H -2.6349 1.4125 3.5508  0.001
43 H -0.4809 3.0536 1.3467  -0.004
44 H -0.7931 2.6866 3.0292  0.000
45 H 2.5671 3.1046 0.5287  -0.004
46 H 4.0457 4.9445 1.1662  0.000
47 H 4.1397 5.7187 3.5119  0.000
48 H 2.7345 4.6099 5.2224  0.000
49 H 1.2875 2.7316 4.6011  0.000
50 H -0.6556 1.0731 4.4179  0.000
51 H -0.3751 -0.7537 6.0128  0.000
52 H 1.4567 -2.3930 5.7280  0.000
53 H 3.0120 -2.1615 3.8140  0.000
54 H 2.7320 -0.3427 2.2106  0.001
55 H 0.0917 -1.5680 1.2002  -0.017
56 H -0.0674 -3.1347 3.0855  0.000
57 H -1.3556 -5.2420 2.8456  0.000
58 H -2.4626 -5.7690 0.7013  0.000
59 H -2.2865 -4.2087 -1.2017  0.003
60 H -2.3959 -1.3733 -3.6736  0.002
61 H -1.8272 -2.3372 -5.8488  0.000
62 H 0.1112 -3.8542 -6.0768  0.001
63 H 1.4775 -4.4165 -4.0915  -0.001
64 H 0.9018 -3.4559 -1.8886  0.007
65 N -3.0233 1.8346 -3.2687  0.000
66 C -1.8449 1.5706 -3.8766  0.014
67 N -0.7243 1.3314 -3.2474  0.068
68 C 0.2959 1.0644 -4.1406  0.012
69 C -0.0519 1.0623 -5.4439  0.039
70 S -1.7154 1.4488 -5.6061  0.014
71 C 1.6292 0.8094 -3.6092  0.058
72 C 2.7285 0.3496 -4.3545  0.347
73 S 4.0784 0.1225 -3.3722  0.162
74 C 3.1336 0.6264 -1.9419  -0.079
75 N 1.8555 0.9867 -2.3173  0.248
76 N 3.5606 0.6435 -0.7357  0.328
77 H -2.9793 2.3392 -2.3755  0.000
78 H -3.7868 2.1246 -3.8590  0.000
79 H 0.5667 0.8789 -6.3062  0.002
80 H 2.7490 0.1440 -5.4123  -0.002
81 H 4.5327 0.3551 -0.6492  -0.014
82 H 2.1441 1.0138 0.6642  -0.011
83 S 0.0614 3.7669 -1.1274  0.221
84 C -1.6093 3.7279 -1.1440  -0.030
85 N -2.7639 3.5999 -1.1400  0.040

- 2S+1: 5
- Lowest unoccupied orbital energy (alpha / beta): -2.72 / -5.06 eV
- E: -91030.9985 eV
- Strongest force on any atom: 1.1 eV/Å
- Relative energy (zero: lowest compared OMol25 entry of this formula, charge and spin): 0.0 kcal per mole
- Charge: +1

Density functional theory data (ωB97M-V/def2-TZVPD) for a structure of composition C40H34Cl2GeNO5S4TcTe.

Each line ends with the Löwdin charge.
Element x y z (Å)
1 Tc -0.6614 -1.6743 0.3483  0.805
2 O 0.7131 -7.4539 -3.1152  -0.049
3 C 0.5053 -6.4429 -2.5086  -1.011
4 S 0.3644 -6.3629 -0.7375  0.949
5 C 0.0527 -4.6399 -0.6476  -1.183
6 C 0.0346 -3.9402 -1.8039  -1.167
7 S -0.2140 -2.2218 -1.9237  0.553
8 S 0.3207 -4.8486 -3.2725  0.974
9 S -0.1492 -3.8803 0.9186  0.533
10 C -5.0094 -3.3184 -0.6302  -0.283
11 Te -2.9889 -3.7060 -0.1696  1.771
12 C -3.3190 -5.6583 0.5581  -0.297
13 H -5.2980 -4.0003 -1.4312  0.031
14 H -5.0637 -2.2792 -0.9572  0.001
15 H -5.6054 -3.4989 0.2614  0.029
16 H -4.3381 -5.7345 0.9279  0.026
17 H -2.5969 -5.8339 1.3505  0.017
18 H -3.1428 -6.3554 -0.2605  0.027
19 Cl -2.9360 3.1642 -5.5203  0.707
20 C -1.3455 2.8314 -4.8929  -0.582
21 C -0.3974 2.3074 -5.7468  -0.113
22 C 0.8723 2.0251 -5.2695  -0.083
23 C 1.1757 2.3071 -3.9506  -0.110
24 C 0.2220 2.8539 -3.1073  -0.552
25 Cl 0.7439 3.2858 -1.5061  0.795
26 C -1.0888 3.1082 -3.5382  -0.311
27 N -2.0923 3.6350 -2.7523  0.062
28 C -2.2948 3.4410 -1.3631  -0.248
29 C -2.5177 4.5648 -0.5732  -0.031
30 C -2.6959 4.4447 0.7924  -0.083
31 C -2.6253 3.1912 1.3828  -0.081
32 C -2.4232 2.0712 0.5952  -0.022
33 C -2.2920 2.1674 -0.7892  -0.152
34 C -2.1276 0.9172 -1.6274  -0.046
35 C -3.0439 -0.1948 -1.1445  -0.607
36 O -4.1570 -0.3603 -1.6008  0.065
37 O -2.5538 -0.9765 -0.2072  -0.349
38 H -0.6665 2.1155 -6.7761  0.104
39 H 1.6223 1.6049 -5.9252  0.105
40 H 2.1656 2.1296 -3.5556  0.083
41 H -2.8463 4.0721 -3.2552  0.095
42 H -2.5102 5.5397 -1.0449  0.114
43 H -2.8599 5.3283 1.3958  0.102
44 H -2.7292 3.0862 2.4545  0.099
45 H -2.3786 1.0919 1.0571  0.102
46 H -1.0884 0.5788 -1.5746  0.091
47 H -2.3759 1.1124 -2.6676  0.124
48 C -3.6093 -1.8329 3.6804  0.041
49 C -2.8372 -2.1384 2.4339  -0.594
50 O -3.4317 -3.0517 1.6892  -0.301
51 O -1.7707 -1.5897 2.1988  -0.084
52 H -3.7268 -2.7433 4.2676  0.098
53 H -4.6030 -1.4801 3.4067  0.101
54 H -3.0846 -1.0781 4.2575  0.094
55 C 0.6633 -0.7267 0.6762  -0.404
56 Ge 2.2313 0.3097 1.1920  0.928
57 C 3.3101 0.5552 -0.4053  -0.282
58 C 4.5411 1.2070 -0.3298  -0.110
59 C 5.3338 1.3522 -1.4590  -0.084
60 C 4.9124 0.8254 -2.6730  -0.087
61 C 3.6975 0.1603 -2.7546  -0.099
62 C 2.8937 0.0351 -1.6284  -0.115
63 C 1.6114 1.9588 2.0074  -0.289
64 C 2.0663 3.2011 1.5734  -0.139
65 C 1.6237 4.3671 2.1853  -0.082
66 C 0.7287 4.2987 3.2428  -0.088
67 C 0.2683 3.0650 3.6834  -0.095
68 C 0.7034 1.9023 3.0652  -0.116
69 C 3.1594 -0.8025 2.4908  -0.278
70 C 3.4602 -0.3554 3.7743  -0.104
71 C 4.1085 -1.1896 4.6772  -0.090
72 C 4.4597 -2.4778 4.3019  -0.092
73 C 4.1629 -2.9343 3.0236  -0.083
74 C 3.5164 -2.1003 2.1242  -0.106
75 H 4.8924 1.6007 0.6186  0.105
76 H 6.2847 1.8651 -1.3899  0.102
77 H 5.5364 0.9261 -3.5521  0.102
78 H 3.3708 -0.2661 -3.6955  0.108
79 H 1.9480 -0.4894 -1.7047  0.040
80 H 2.7612 3.2640 0.7429  0.080
81 H 1.9779 5.3281 1.8346  0.105
82 H 0.3845 5.2072 3.7209  0.102
83 H -0.4358 3.0110 4.5051  0.102
84 H 0.3306 0.9417 3.4071  0.105
85 H 3.1865 0.6496 4.0764  0.095
86 H 4.3392 -0.8325 5.6730  0.101
87 H 4.9639 -3.1283 5.0052  0.100
88 H 4.4320 -3.9410 2.7298  0.103
89 H 3.2796 -2.4672 1.1306  0.102

- Lowest unoccupied orbital energy: -1.39 eV
- E: -188153.7502 eV
- Strongest force on any atom: 0.4 eV/Å
- Relative energy (zero: lowest compared OMol25 entry of this formula, charge and spin): 20.0 kcal per mole
- Charge: 0

Among the records above, which one has the highest strongest force on any atom?
C40H33N6O2PdS3